<i>
Formula: C6H15NO
Source: OMol25
Level of theory: ωB97M-V with the def2-TZVPD basis set

Last column: Löwdin charge in e.
CARTESIAN COORDINATES (ANGSTROEM)
O: 0.407 -1.341 1.024  0.00
N: 0.112 1.095 -2.111  -0.15
C: -0.479 -0.204 -1.788  -0.33
C: -1.497 -0.678 -2.843  -0.11
C: 0.542 -0.497 2.136  -0.44
C: 1.454 0.457 2.154  0.03
C: 1.174 1.475 -1.185  -0.15
C: -0.460 -0.770 3.244  -0.04
H: -0.961 -0.195 -0.791  0.10
H: -0.624 1.801 -2.066  0.10
H: 1.943 0.684 -1.202  0.08
H: 2.099 0.672 1.308  0.05
H: 1.634 2.432 -1.466  0.08
H: -0.298 -1.928 1.275  0.08
H: -1.405 -0.185 3.068  0.10
H: -1.094 -0.951 -3.814  0.06
H: 0.745 1.528 -0.166  0.06
H: -0.068 -0.481 4.225  0.08
H: -2.125 -1.525 -2.501  0.07
H: 0.359 -0.927 -1.715  0.11
H: -0.720 -1.817 3.294  0.07
H: -2.180 0.200 -3.081  0.08
H: 1.443 1.156 3.002  0.07

Properties
HOMO energy: -8.47 eV
LUMO: 0.7 eV


<ii>
Formula: C6H15NO
Source: OMol25
Level of theory: ωB97M-V with the def2-TZVPD basis set

Last column: Löwdin charge in e.
CARTESIAN COORDINATES (ANGSTROEM)
O: 0.789 -2.539 -0.322  -0.10
N: -0.608 -0.331 -1.406  -0.07
C: -0.094 1.085 0.645  -0.42
C: 1.001 1.717 1.457  -0.09
C: -0.506 0.786 -2.343  -0.16
C: -1.413 0.993 1.470  -0.09
C: 0.404 -0.198 -0.175  -0.21
C: 0.372 -1.609 0.648  -0.20
H: -0.571 -1.220 -1.801  0.05
H: 0.132 1.660 -1.778  0.12
H: 1.505 0.022 -0.472  0.15
H: 1.346 1.050 2.203  0.06
H: -0.564 1.636 -0.254  0.10
H: -1.062 0.831 2.547  0.09
H: 1.077 -1.427 1.466  0.12
H: -2.061 0.125 1.201  0.07
H: -0.647 -1.837 0.822  0.10
H: -1.419 1.317 -2.499  0.04
H: -2.033 1.905 1.504  0.07
H: 1.868 1.872 0.792  0.08
H: -0.252 0.522 -3.390  0.08
H: 0.551 2.654 1.809  0.09
H: 1.488 -3.127 0.058  0.11

Properties
HOMO energy: -8.47 eV
LUMO: 0.8 eV


<iii>
Formula: C6H15NO
Source: OMol25
Level of theory: ωB97M-V with the def2-TZVPD basis set

Last column: Löwdin charge in e.
CARTESIAN COORDINATES (ANGSTROEM)
O: 1.166 -1.150 -2.848  -0.05
N: 0.350 -0.516 0.669  -0.06
C: -2.528 1.985 1.023  -0.12
C: -1.145 1.393 1.338  -0.24
C: 0.633 -1.432 -1.578  -0.25
C: -0.993 0.007 0.630  -0.24
C: 1.194 -0.493 -0.512  -0.41
C: 2.590 -0.939 -0.133  -0.06
H: 0.873 -0.475 1.526  0.11
H: -1.262 0.108 -0.408  0.10
H: -0.999 1.128 2.384  0.10
H: 2.515 -1.871 0.422  0.08
H: -1.630 -0.645 1.226  0.11
H: -3.330 1.479 1.574  0.07
H: -2.594 3.015 1.390  0.07
H: -0.410 2.129 0.992  0.10
H: -0.458 -1.480 -1.498  0.11
H: 1.149 0.525 -0.912  0.14
H: 3.040 -0.232 0.581  0.08
H: 0.882 -2.460 -1.302  0.12
H: -2.762 1.924 -0.036  0.07
H: 0.489 -1.017 -3.512  0.08
H: 3.230 -0.979 -1.015  0.09

Properties
HOMO energy: -8.16 eV
LUMO: 0.9 eV


We find <iii> to be the most stable, with the next structure 12.1 kcal/mol higher.


<i>
Formula: C6H15NO
Source: OMol25
Level of theory: ωB97M-V with the def2-TZVPD basis set

Last column: Löwdin charge in e.
CARTESIAN COORDINATES (ANGSTROEM)
O: 0.526 3.083 -0.809  -0.08
N: 0.495 0.313 -0.783  -0.08
C: -1.192 -1.020 0.436  -0.41
C: 1.804 0.864 -0.932  -0.21
C: 1.730 2.441 -1.176  -0.25
C: -0.946 -2.454 -0.063  -0.09
C: 0.154 -0.293 0.522  -0.19
C: -1.991 -0.959 1.706  -0.08
H: 2.395 0.519 -1.773  0.10
H: -2.266 -1.951 2.071  0.07
H: 0.439 2.971 0.147  0.09
H: -0.228 0.803 -1.264  0.10
H: -1.845 -2.858 -0.535  0.07
H: 2.438 0.806 -0.037  0.11
H: 0.120 0.417 1.348  0.10
H: -1.761 -0.595 -0.414  0.13
H: -0.688 -3.201 0.702  0.08
H: -2.912 -0.377 1.704  0.07
H: -0.139 -2.503 -0.785  0.07
H: -1.430 -0.498 2.523  0.07
H: 0.972 -1.021 0.529  0.12
H: 2.589 3.026 -0.841  0.11
H: 1.737 2.487 -2.279  0.11

Properties
HOMO energy: -8.42 eV
LUMO: 0.9 eV


<ii>
Formula: C6H15NO
Source: OMol25
Level of theory: ωB97M-V with the def2-TZVPD basis set

Last column: Löwdin charge in e.
CARTESIAN COORDINATES (ANGSTROEM)
O: -2.134 0.743 2.091  -0.06
N: 1.393 -0.101 1.582  0.08
C: 0.061 1.409 -0.562  -0.22
C: 0.415 -2.178 0.878  -0.05
C: 0.482 -0.705 0.672  -0.39
C: -0.067 -0.081 -0.370  -0.29
C: 0.832 1.815 -1.827  -0.09
C: -1.014 -0.727 -1.318  -0.05
H: 0.434 -2.422 1.942  0.08
H: -0.768 -0.521 -2.359  0.07
H: -1.258 0.362 1.935  0.00
H: 0.549 1.961 0.234  0.10
H: 1.237 -2.719 0.426  0.08
H: -1.125 -1.804 -1.221  0.07
H: -2.603 0.074 2.623  0.05
H: 0.579 1.259 -2.735  0.07
H: 1.889 1.672 -1.637  0.07
H: -2.016 -0.317 -1.222  0.09
H: 2.236 -0.659 1.624  0.08
H: 1.671 0.828 1.307  0.06
H: -0.525 -2.603 0.532  0.07
H: 0.676 2.882 -2.004  0.07
H: -0.942 1.833 -0.593  0.11

Properties
HOMO energy: -8.10 eV
LUMO: 0.8 eV


<iii>
Formula: C6H15NO
Source: OMol25
Level of theory: ωB97M-V with the def2-TZVPD basis set

Last column: Löwdin charge in e.
CARTESIAN COORDINATES (ANGSTROEM)
O: 1.402 -2.191 3.318  -0.06
N: -0.588 0.759 -0.440  -0.17
C: 1.804 0.631 -0.379  -0.17
C: 0.535 0.187 0.337  -0.20
C: -1.683 -0.177 -0.613  -0.28
C: -2.576 -0.284 0.625  -0.09
C: 1.308 0.640 -1.842  -0.18
C: -0.026 1.331 -1.679  -0.19
H: -2.590 0.669 1.158  0.07
H: -2.179 -1.026 1.311  0.06
H: 2.223 -1.692 3.316  0.03
H: -2.268 0.138 -1.476  0.10
H: 2.080 1.066 -2.488  0.11
H: 1.138 -0.395 -2.141  0.11
H: 1.432 -2.695 4.135  0.03
H: 2.638 -0.046 -0.223  0.10
H: 0.055 2.417 -1.554  0.11
H: -1.349 -1.183 -0.870  0.11
H: 0.481 -0.909 0.388  0.11
H: -3.588 -0.555 0.339  0.06
H: 2.001 1.674 -0.108  0.11
H: -0.723 1.136 -2.497  0.11
H: 0.474 0.505 1.384  0.11

Properties
HOMO energy: -8.09 eV
LUMO: 0.8 eV


We find <ii> to be the most stable, with the next structure 4.8 kcal/mol higher.


<i>
Formula: C6H15NO
Source: OMol25
Level of theory: ωB97M-V with the def2-TZVPD basis set

Last column: Löwdin charge in e.
CARTESIAN COORDINATES (ANGSTROEM)
O: -0.120 -0.805 -3.577  -0.06
N: 1.377 -0.717 2.809  0.01
C: 0.103 2.130 -1.925  0.03
C: -0.615 -1.967 1.635  -0.05
C: 0.103 -0.632 1.955  -0.44
C: -0.696 1.178 -1.339  -0.16
C: -0.726 1.019 0.220  -0.22
C: 0.491 0.204 0.679  -0.18
H: 1.851 0.088 3.025  0.01
H: -0.014 -2.524 0.871  0.09
H: -0.866 -2.496 2.509  0.05
H: -0.734 2.041 0.721  0.13
H: 0.865 2.643 -1.392  0.05
H: -1.749 0.789 0.506  0.09
H: 1.854 -1.345 2.059  0.10
H: 0.048 2.288 -2.915  0.01
H: -0.584 -0.074 2.560  0.11
H: 0.810 -0.462 -0.104  0.09
H: -1.011 -0.410 -3.433  0.04
H: 1.373 0.829 0.855  0.11
H: -1.549 -1.529 1.143  0.09
H: -1.503 0.582 -1.802  0.09
H: 0.572 -0.552 -3.005  -0.01

Properties
HOMO energy: -8.93 eV
LUMO: 0.9 eV


<ii>
Formula: C6H15NO
Source: OMol25
Level of theory: ωB97M-V with the def2-TZVPD basis set

Last column: Löwdin charge in e.
CARTESIAN COORDINATES (ANGSTROEM)
O: -3.141 0.256 -0.099  -0.06
N: -0.627 0.827 1.236  0.08
C: -1.946 0.595 -0.759  -0.23
C: 2.534 -0.400 0.482  -0.11
C: 1.839 0.800 -0.150  -0.26
C: 0.546 0.476 -0.902  -0.16
C: -0.676 0.105 -0.027  -0.56
C: -0.765 -1.422 0.164  -0.04
H: -1.931 1.686 -0.787  0.13
H: 0.729 -0.333 -1.612  0.12
H: 2.527 1.253 -0.868  0.10
H: 0.174 -1.815 0.542  0.06
H: -1.546 -1.673 0.882  0.08
H: -0.034 0.351 1.905  0.08
H: 1.618 1.545 0.614  0.10
H: 1.970 -0.793 1.324  0.05
H: 3.516 -0.109 0.850  0.07
H: -1.948 0.213 -1.789  0.13
H: 2.668 -1.196 -0.248  0.07
H: -1.562 0.884 1.624  0.08
H: 0.282 1.366 -1.477  0.11
H: -3.243 -0.702 -0.123  0.08
H: -0.983 -1.915 -0.781  0.09

Properties
HOMO energy: -9.25 eV
LUMO: 0.8 eV


<iii>
Formula: C6H15NO
Source: OMol25
Level of theory: ωB97M-V with the def2-TZVPD basis set

Last column: Löwdin charge in e.
CARTESIAN COORDINATES (ANGSTROEM)
O: -3.283 0.115 2.701  -0.07
N: 1.166 -0.553 0.407  -0.08
C: 1.281 0.360 -3.283  -0.13
C: 1.863 0.351 -1.844  -0.22
C: 0.913 -0.599 -1.044  -0.25
C: -1.286 -0.336 1.395  -0.17
C: 0.138 0.154 1.164  -0.28
C: -1.935 0.480 2.536  -0.29
H: 2.820 -0.172 -1.918  0.10
H: 1.907 0.504 -4.153  0.05
H: -1.209 -1.381 1.692  0.11
H: 1.353 -1.467 0.791  0.10
H: -3.406 -0.736 3.109  0.08
H: -1.857 -0.141 0.468  0.12
H: -1.955 1.571 2.435  0.12
H: 1.904 1.323 -1.370  0.09
H: -0.102 -0.214 -1.190  0.10
H: 0.856 -0.654 -3.358  0.06
H: 0.061 1.174 0.747  0.12
H: 1.048 -1.631 -1.407  0.12
H: 0.613 0.350 2.140  0.11
H: -1.333 0.450 3.462  0.12
H: 0.442 1.049 -3.479  0.07

Properties
HOMO energy: -8.64 eV
LUMO: 0.9 eV


We find <ii> to be the most stable, with the next structure 27.3 kcal/mol higher.